Density functional theory data (ωB97M-V/def2-TZVPD) for C12H20F6N3O4PdS2Si as an isolated structure in a non-equilibrium geometry.

net charge	+1
orbital gap	7.134	eV
E_HOMO	-11.8	eV
E_tot	-74754.42608	eV
ΔE to the lowest compared entry with this formula, charge and spin	124.9	kJ/mol

Last column: Löwdin charge in e.
Positions of all 49 atoms, in Å:
Pd -0.15 0.31 0.61  0.533
F -4.10 0.63 -2.31  0.151
C -3.38 1.74 -2.15  -0.682
F -4.13 2.69 -1.64  0.173
F -2.90 2.11 -3.33  0.158
S -1.93 1.43 -1.02  0.577
O -1.72 2.64 -0.28  -0.260
O -0.89 0.92 -1.88  -0.318
N -2.43 0.18 -0.08  -0.363
S -2.96 0.50 1.45  0.632
O -1.91 0.98 2.33  -0.319
O -4.25 1.12 1.47  -0.225
C -3.18 -1.25 1.94  -0.694
F -4.10 -1.84 1.20  0.166
F -3.51 -1.28 3.21  0.178
F -2.02 -1.94 1.77  0.089
N -0.27 -4.04 -3.00  0.000
C 0.90 -3.20 -2.76  -0.225
C 0.47 -1.91 -2.05  -0.146
N -0.64 -2.26 -1.10  0.155
H -0.04 -5.02 -2.99  0.093
H -0.71 -3.84 -3.89  0.098
H -1.05 -3.12 -1.49  0.132
H 1.42 -2.92 -3.68  0.123
H 1.60 -3.75 -2.14  0.121
H 0.07 -1.17 -2.75  0.114
H 1.28 -1.45 -1.49  0.104
H -0.30 -2.45 -0.16  0.137
H -1.35 -1.51 -1.02  0.097
C 3.15 -1.17 1.41  -0.185
Si 1.69 -0.15 1.83  0.584
C 1.42 -0.03 3.64  -0.170
C 1.75 1.50 0.99  -0.363
C 1.03 2.59 1.54  -0.093
C 1.20 3.87 1.03  -0.045
C 2.08 4.07 -0.02  -0.026
C 2.79 3.01 -0.59  -0.051
C 2.61 1.73 -0.11  -0.079
H 4.00 -0.60 1.82  0.062
H 3.32 -1.32 0.34  0.025
H 3.14 -2.15 1.89  0.043
H 2.19 0.63 4.03  0.059
H 1.50 -0.99 4.14  0.046
H 0.44 0.40 3.87  0.035
H 0.35 2.44 2.37  0.102
H 0.64 4.70 1.44  0.123
H 2.23 5.07 -0.41  0.120
H 3.48 3.19 -1.41  0.115
H 3.16 0.91 -0.56  0.100